{
  "formula": "C33H44AsBrKN4O6S",
  "method": "ωB97M-V with the def2-TZVPD basis set",
  "total_charge": -1,
  "total_energy_ev": -211227.24352,
  "homo_energy_ev": -4.28,
  "de_lowest_kcal_mol": 8.3,
  "orbital_gap_ev": 6.20,
  "multiplicity": 1,
  "symbols": ["K", "Br", "C", "C", "C", "C", "O", "C", "C", "N", "C", "C", "C", "C", "C", "C", "C", "C", "N", "C", "C", "H", "H", "H", "H", "H", "H", "H", "H", "H", "H", "C", "C", "C", "S", "O", "C", "C", "C", "H", "H", "H", "H", "H", "H", "H", "H", "H", "H", "H", "H", "H", "H", "C", "C", "C", "C", "C", "C", "O", "N", "C", "O", "N", "C", "O", "H", "H", "H", "H", "H", "H", "H", "H", "H", "H", "H", "C", "As", "C", "C", "O", "H", "H", "H", "H", "H", "H", "H", "H", "H"],
  "positions_angstrom": [[0.74429, -0.24384, 0.24689], [4.04625, 4.51835, 4.64275], [3.15109, 2.94762, 4.02552], [3.68841, 1.68075, 4.32031], [3.04942, 0.55924, 3.88672], [1.82884, 0.58299, 3.10953], [1.31863, -0.49528, 2.70860], [1.29460, 1.90601, 2.85513], [0.03198, 2.20850, 2.22056], [-0.81905, 1.41610, 1.67533], [-2.05761, 1.93636, 1.32212], [-2.77772, 2.77501, 2.14018], [-4.03557, 3.28208, 1.75625], [-4.58374, 2.95465, 0.55091], [-3.89332, 2.06464, -0.30840], [-4.39767, 1.69099, -1.57598], [-3.69479, 0.82902, -2.35840], [-2.48547, 0.29735, -1.85592], [-1.98232, 0.61142, -0.69124], [-2.65080, 1.51990, 0.08155], [1.98963, 3.04582, 3.32106], [4.60588, 1.60732, 4.89141], [3.45197, -0.42301, 4.10330], [-0.19822, 3.28500, 2.23303], [-2.37470, 3.01499, 3.11560], [-4.56665, 3.94054, 2.43262], [-5.54292, 3.35266, 0.24188], [-5.34009, 2.11118, -1.91102], [-4.03587, 0.54618, -3.34530], [-1.90816, -0.38596, -2.46638], [1.57213, 4.02486, 3.11457], [-0.16878, -5.00410, 3.30329], [-0.52783, -3.67199, 2.65487], [-1.48669, -2.86050, 3.51091], [-1.81086, -1.25507, 2.75812], [-2.58204, -0.46613, 3.78000], [-3.02303, -1.81439, 1.47951], [-4.40073, -1.20101, 1.68840], [-5.19182, -1.87744, 2.80290], [0.53419, -5.56106, 2.68086], [-1.05446, -5.62676, 3.45566], [0.29970, -4.85005, 4.27769], [-0.95935, -3.84747, 1.66640], [0.37223, -3.08133, 2.47714], [-1.02434, -2.59997, 4.46586], [-2.43668, -3.36747, 3.70495], [-3.06703, -2.90694, 1.47781], [-2.58953, -1.48202, 0.53781], [-4.94842, -1.26633, 0.74255], [-4.28667, -0.13856, 1.91703], [-5.30869, -2.94728, 2.60307], [-6.18922, -1.44321, 2.89654], [-4.67564, -1.75121, 3.75388], [0.61680, 3.87605, -6.57475], [0.73379, 2.64308, -5.68351], [0.42521, 2.83645, -4.18064], [-0.88398, 3.62697, -3.97795], [-1.29022, 3.77886, -2.51521], [1.54712, 3.62163, -3.53155], [1.86811, 4.73902, -3.89927], [2.16873, 3.02335, -2.47933], [1.76531, 1.82915, -1.83915], [2.29975, 1.56038, -0.77027], [0.82350, 1.05999, -2.42211], [0.21495, 1.43679, -3.55812], [-0.59473, 0.69894, -4.13174], [0.94999, 3.62709, -7.58478], [1.22277, 4.69957, -6.20270], [-0.41760, 4.21574, -6.64811], [1.74294, 2.22659, -5.77153], [0.04580, 1.87038, -6.02704], [-1.66516, 3.10063, -4.53176], [-0.75510, 4.61403, -4.42479], [-1.41458, 2.80956, -2.03338], [-2.23497, 4.31880, -2.43244], [-0.53947, 4.33874, -1.95137], [2.85848, 3.56650, -1.97947], [0.76420, -5.08433, -2.06371], [-0.03088, -3.35208, -1.76783], [-1.92783, -3.66194, -1.74944], [0.34626, -2.31050, -3.33108], [0.49370, -2.66753, -0.36388], [0.41276, -5.51616, -3.00011], [0.49980, -5.73375, -1.23079], [1.84475, -4.95852, -2.09495], [-2.25531, -4.13898, -2.67217], [-2.42401, -2.69887, -1.63457], [-2.16245, -4.29229, -0.89292], [-0.26077, -2.63895, -4.17386], [1.40403, -2.42337, -3.56653], [0.14843, -1.25686, -3.12422]],
  "atomic_forces_ev_per_a": [[-0.1, 0.0, -0.1], [0.0, -0.1, 0.0], [0.1, 0.0, 0.1], [0.0, 0.1, 0.0], [0.0, -0.1, 0.0], [0.1, 0.0, 0.1], [0.0, 0.1, 0.2], [0.0, 0.1, 0.0], [0.0, 0.1, 0.1], [0.0, 0.1, 0.2], [0.0, -0.1, -0.2], [0.0, 0.1, 0.1], [0.0, 0.0, 0.0], [0.0, 0.0, 0.0], [0.0, 0.0, 0.0], [-0.1, 0.1, 0.0], [0.0, -0.1, 0.0], [0.0, 0.0, 0.1], [-0.1, 0.2, 0.1], [0.1, -0.1, 0.0], [-0.1, -0.1, -0.1], [0.0, 0.0, 0.0], [0.0, 0.0, 0.0], [0.0, 0.0, 0.0], [0.0, 0.0, 0.0], [0.0, 0.0, 0.0], [0.0, 0.0, 0.0], [0.0, 0.0, 0.0], [0.0, 0.0, 0.0], [0.0, 0.0, 0.0], [0.0, 0.0, 0.0], [0.0, 0.0, 0.0], [0.0, -0.1, 0.0], [0.0, 0.0, 0.1], [-0.2, 0.2, 0.2], [0.1, -0.2, -0.2], [0.0, 0.0, 0.1], [0.0, 0.0, 0.0], [0.0, 0.0, 0.0], [0.0, 0.0, 0.0], [0.0, 0.0, 0.0], [0.0, 0.0, 0.0], [0.0, 0.0, 0.0], [0.0, 0.0, 0.0], [0.0, 0.0, 0.0], [0.0, 0.0, 0.0], [0.0, 0.0, 0.0], [0.0, 0.0, -0.1], [0.0, 0.0, 0.0], [0.0, 0.0, 0.0], [0.0, 0.0, 0.0], [0.0, 0.0, 0.0], [0.0, 0.0, 0.0], [0.0, 0.0, 0.0], [0.0, 0.0, 0.0], [0.0, 0.0, 0.0], [0.0, 0.0, 0.0], [0.0, 0.0, 0.0], [-0.1, 0.1, 0.1], [0.1, 0.0, 0.0], [0.1, 0.0, 0.2], [-0.4, 0.1, -0.4], [0.4, 0.2, -0.1], [0.1, -0.2, 0.0], [0.0, 0.1, 0.0], [0.0, 0.0, 0.0], [0.0, 0.0, 0.0], [0.0, 0.0, 0.0], [0.0, 0.0, 0.0], [0.0, 0.0, 0.0], [0.0, 0.0, 0.0], [0.0, 0.0, 0.0], [0.0, 0.0, 0.0], [0.0, 0.0, 0.0], [0.0, 0.0, 0.0], [0.0, 0.0, 0.0], [0.0, 0.0, 0.0], [0.0, 0.0, 0.0], [0.1, 0.2, 0.0], [-0.1, 0.0, 0.0], [0.1, 0.0, 0.0], [-0.1, -0.5, -0.3], [0.0, 0.0, 0.0], [0.0, 0.0, 0.0], [0.0, 0.0, 0.0], [0.0, 0.0, 0.0], [0.0, 0.0, 0.0], [0.0, 0.0, 0.0], [0.0, 0.0, 0.0], [0.0, 0.0, 0.0], [0.0, 0.0, 0.0]],
  "lowdin_charge": [0.76, 0.64, -0.71, -0.15, -0.02, -0.41, -0.16, -0.13, -0.10, 0.03, -0.23, -0.02, -0.08, -0.06, -0.17, -0.03, -0.05, -0.16, 0.11, -0.17, -0.12, 0.09, 0.10, 0.12, 0.12, 0.10, 0.10, 0.11, 0.10, 0.08, 0.10, -0.11, -0.31, -0.35, 0.93, -0.52, -0.32, -0.29, -0.11, 0.07, 0.07, 0.07, 0.08, 0.10, 0.10, 0.09, 0.08, 0.05, 0.11, 0.09, 0.07, 0.07, 0.06, -0.10, -0.17, -0.30, -0.17, -0.06, -0.42, 0.07, 0.21, -0.56, -0.04, 0.15, -0.47, -0.01, 0.07, 0.06, 0.07, 0.12, 0.11, 0.12, 0.11, 0.05, 0.08, 0.09, 0.16, -0.21, 0.95, -0.20, -0.19, -0.60, 0.03, 0.03, 0.04, 0.04, 0.02, 0.03, 0.04, 0.05, 0.00]
}